1.
The following is a quantum chemistry calculation of a cluster of 2 separate species, C2H4NO4 in total in a non-equilibrium geometry, from OMol25.

The molecular weight comes out at 106.06 g/mol. Its HOMO energy (spin up / spin down) is -8.15 / -10.56 eV. Its strongest force on any atom is 4.978 eV/Å. Its relative energy (zero: lowest compared OMol25 entry of this formula, charge and spin) is 382.89 kJ/mol. As for the expectation value of S²: 0.754. As for the spin multiplicity: 2. The LUMO energy (spin up / spin down) comes out at 0.25 / 0.18 eV.

Last column: Löwdin spin population.
Element x y z (Å)
C -1.448620 -0.337437 0.130140  0.006
C 0.024328 -0.018478 -0.106965  0.003
O 0.928475 -0.816724 0.216595  0.124
N 2.713615 0.085089 -0.076283  0.454
O 2.613835 1.206596 -0.475356  0.215
O 3.555480 -0.707647 0.245179  0.195
O -2.221119 0.825917 -0.073597  0.002
H -1.645829 -1.155652 -0.576199  0.000
H -1.473673 -0.713080 1.159227  0.000
H 0.114707 0.999750 -0.558342  0.001
H -3.161199 0.631669 0.115605  0.000

Cartesian forces, eV/Å:
C 1.05 -0.26 0.16
C 0.63 -1.59 1.00
O -4.68 1.46 -0.84
N 1.18 -0.39 0.11
O 1.34 -0.18 0.14
O 0.05 1.75 -0.61
O -0.55 -0.37 0.08
H -0.39 0.05 0.14
H -0.36 -0.09 -0.09
H 0.90 -0.51 0.09
H 0.84 0.12 -0.17


2.
The following is a quantum chemistry calculation of a structure of composition C4H10O7PV in a non-equilibrium geometry, from OMol25.

The molecular weight comes out at 252.04 g/mol. The net charge is +1. Its HOMO energy (spin up / spin down) is -14.14 / -14.14 eV. Its strongest force on any atom is 5.449 eV/Å. As for the expectation value of S²: 3.770. As for the spin multiplicity: 4. The LUMO energy (spin up / spin down) comes out at -5.89 / -5.50 eV.

Last column: Löwdin spin population.
Element x y z (Å)
V -3.982751 0.547172 15.987140  3.023
O -3.846553 1.738220 19.707214  0.000
C -3.816697 1.302472 18.462524  0.007
O -4.801772 0.796082 17.977478  -0.011
O -2.728383 1.412075 17.782763  -0.032
H -4.778184 1.925525 19.843521  0.000
C 1.680100 2.566830 13.849095  0.000
O 0.307773 2.286845 13.781363  0.000
P -0.377505 1.735889 15.127442  0.001
O -1.781218 1.260406 15.062839  0.011
O 0.583381 0.491417 15.365174  0.000
C 0.899473 0.068165 16.679476  0.000
O -0.007806 2.844392 16.173772  0.000
C -0.947663 3.933001 16.331924  0.000
H 1.750158 3.618929 14.125280  0.000
H 2.116159 2.541714 12.850437  0.000
H 2.329693 1.933609 14.453379  0.000
H 1.260025 -0.958692 16.618908  0.000
H -0.030032 -0.022865 17.241456  0.000
H 1.580646 0.773191 17.155954  0.000
H -0.978252 4.236556 17.378350  0.000
H -1.904484 3.441940 16.154592  0.000
H -0.695232 4.790391 15.708019  0.000

Cartesian forces, eV/Å:
V 2.50 1.49 2.46
O 0.21 0.36 -0.45
C 5.03 1.55 0.75
O -3.73 -1.93 -3.47
O -1.78 -0.81 -0.47
H -0.48 -0.06 0.86
C 1.61 1.63 -0.81
O -2.49 -1.43 0.60
P 2.55 -1.00 -1.34
O -1.61 0.37 -0.13
O -0.31 1.00 -0.12
C -0.66 -0.70 0.70
O -0.06 -0.25 0.38
C -0.63 -0.51 0.73
H 0.39 -0.08 0.45
H -0.43 -0.30 -0.19
H -0.63 -0.12 0.34
H 0.50 0.32 -0.11
H 0.01 0.28 0.37
H 0.06 -0.28 0.02
H 0.41 -0.09 -0.07
H -0.34 0.90 -0.30
H -0.11 -0.33 -0.20


3.
The following is a quantum chemistry calculation of a cluster of 3 separate species, C22H46N5O4S2 in total in a non-equilibrium geometry, from OMol25.

The molecular weight comes out at 508.77 g/mol. The net charge is -1. Its HOMO energy is -4.73 eV. Its strongest force on any atom is 6.148 eV/Å. The LUMO energy comes out at 2.50 eV.

Last column: Löwdin charge in e.
Element x y z (Å)
C 4.780878 1.242843 -0.220691  -0.006
C 3.373162 0.447690 -0.183504  -0.417
O 2.332502 1.078657 -0.472760  0.060
O 3.450156 -0.919982 0.170741  -0.077
C 2.150767 -1.475544 0.526086  -0.171
C 1.406855 -1.951598 -0.816706  -0.184
C -0.175194 -2.246602 -0.578454  -0.199
C -0.858411 -0.837842 -0.154329  -0.176
C -2.448739 -0.931108 -0.362626  -0.197
N -3.254492 -0.054225 0.533800  -0.218
N -4.502468 -0.668696 0.644595  -0.043
C -3.326531 1.354124 0.067407  -0.622
S -4.695902 2.209157 1.060885  0.768
N -3.708323 1.533649 -1.370497  0.048
C -4.280174 2.694333 -1.574911  -0.707
S -4.397046 4.293558 -2.072948  0.581
C -1.985680 2.224865 0.417200  -0.554
O -1.383143 2.952531 -0.426140  -0.051
O -1.559531 2.110499 1.746057  -0.200
H 5.623401 0.462471 -0.077865  0.081
H 4.862641 2.021541 0.609027  0.089
H 4.907396 1.704053 -1.258317  0.085
H 2.305266 -2.406105 1.187824  0.136
H 1.569690 -0.710522 1.139624  0.126
H 1.906990 -2.927850 -1.188388  0.113
H 1.480506 -1.180969 -1.654677  0.097
H -0.576889 -2.649047 -1.581832  0.111
H -0.314746 -3.024647 0.257180  0.111
H -0.401866 -0.040363 -0.857732  0.122
H -0.608732 -0.524222 0.922333  0.116
H -2.665908 -0.824747 -1.480907  0.115
H -2.741428 -2.017493 -0.091243  0.116
H -5.164725 -0.383060 -0.089616  0.072
H -4.897658 -0.606985 1.588189  0.070
H -4.249404 2.384891 2.361827  -0.108
C -3.100051 -1.028677 7.314081  -0.104
C -2.210284 -0.444532 6.224040  -0.278
N -2.511893 0.945434 5.903254  -0.192
C -1.875613 1.408868 4.666783  -0.257
C -0.352110 1.464671 4.632283  -0.090
C -2.471836 1.884965 7.017307  -0.257
C -1.170630 1.993426 7.811971  -0.095
H -4.158159 -0.905005 7.068680  0.076
H -2.902957 -2.099626 7.419662  0.067
H -2.910589 -0.565601 8.286390  0.059
H -2.366137 -1.052079 5.324946  0.119
H -1.159261 -0.576329 6.510881  0.095
H -2.270946 2.396426 4.405898  0.107
H -2.207209 0.755639 3.852198  0.099
H 0.035337 2.301881 5.215725  0.052
H -0.017206 1.614026 3.601835  0.057
H 0.107085 0.540453 4.993689  0.061
H -3.272704 1.619044 7.717827  0.095
H -2.750600 2.883012 6.661097  0.114
H -0.751992 1.017198 8.067499  0.063
H -1.359608 2.520672 8.752982  0.065
H -0.414985 2.566935 7.275140  0.052
C 4.565557 -1.994205 -7.399537  -0.098
C 3.350674 -1.077850 -7.334969  -0.277
N 2.268024 -1.597172 -6.506375  -0.195
C 1.006444 -0.880321 -6.683087  -0.254
C 0.960881 0.588302 -6.269448  -0.087
C 2.613466 -1.923753 -5.126559  -0.247
C 3.203968 -0.813875 -4.258542  -0.086
H 4.283365 -3.002888 -7.712375  0.077
H 5.284557 -1.606108 -8.126771  0.069
H 5.079052 -2.058084 -6.436634  0.063
H 2.981656 -0.964085 -8.361299  0.116
H 3.670925 -0.081281 -7.006792  0.097
H 0.209305 -1.420168 -6.159039  0.112
H 0.731070 -0.941659 -7.743198  0.105
H 0.942340 0.702163 -5.185201  0.061
H 0.044604 1.048132 -6.651533  0.073
H 1.801631 1.159504 -6.669463  0.066
H 3.327063 -2.755761 -5.140850  0.100
H 1.734172 -2.336618 -4.619346  0.114
H 3.990763 -0.253971 -4.769692  0.068
H 3.650122 -1.251198 -3.359773  0.070
H 2.439492 -0.113163 -3.922319  0.057

Cartesian forces, eV/Å:
C 0.30 -1.90 -0.10
C -1.34 2.16 -0.70
O 3.26 -2.82 1.19
O -0.45 2.37 0.07
C -1.19 -0.79 -0.54
C -0.65 -0.78 0.28
C 0.96 1.04 0.26
C -0.12 0.01 -0.83
C 1.46 -1.42 0.09
N 0.54 0.30 -1.68
N -1.15 -0.78 0.06
C 0.80 0.58 1.90
S 0.10 0.18 0.39
N -3.44 5.09 0.27
C 3.79 -1.16 -1.03
S -0.38 -3.87 1.09
C 4.02 1.07 3.80
O -2.57 -2.26 1.30
O -2.55 -0.12 -5.43
H -1.26 1.36 -0.18
H -0.45 -1.09 -1.25
H -0.37 -0.49 1.59
H 0.16 1.52 -1.03
H 0.67 -0.95 -1.10
H -0.60 1.56 0.60
H 0.06 -0.86 1.32
H 0.34 0.62 1.65
H 0.11 1.01 -1.32
H -0.79 -1.07 1.27
H -0.49 -0.57 -1.61
H 0.02 0.16 1.35
H 0.35 1.89 -0.32
H 0.27 -0.03 0.63
H 0.28 0.46 -0.80
H 0.36 -0.43 -1.21
C 0.03 0.02 0.13
C -0.17 0.20 0.02
N -0.13 0.14 -0.05
C -0.17 -0.18 -0.31
C 0.28 0.12 -0.15
C -0.25 -0.27 0.15
C 0.16 0.24 0.19
H 0.08 0.07 0.00
H 0.02 0.08 -0.01
H -0.06 -0.02 -0.04
H 0.10 0.29 -0.07
H 0.12 -0.14 0.06
H 0.01 -0.12 0.12
H 0.02 0.07 0.10
H 0.05 -0.08 0.06
H -0.22 0.02 0.03
H -0.03 0.01 0.09
H 0.05 -0.10 -0.04
H 0.08 -0.18 -0.23
H -0.03 0.02 -0.06
H -0.01 -0.03 -0.03
H 0.03 -0.15 0.00
C 0.09 -0.02 0.11
C -0.06 -0.13 0.08
N -0.32 -0.12 -0.11
C -0.05 -0.08 -0.22
C -0.16 0.17 0.12
C 0.30 -0.23 0.01
C -0.01 0.09 0.28
H -0.04 0.07 0.08
H -0.07 0.01 0.07
H -0.03 -0.04 -0.07
H -0.21 0.04 0.19
H 0.12 0.11 -0.04
H 0.21 -0.04 0.08
H 0.18 -0.05 0.00
H 0.06 0.06 -0.07
H 0.06 -0.04 0.03
H -0.02 -0.05 0.03
H -0.01 0.07 -0.13
H -0.07 0.14 -0.23
H -0.05 -0.03 -0.03
H -0.04 0.02 -0.05
H 0.11 0.07 -0.04


4.
The following is a quantum chemistry calculation of a structure of composition C3H2CaO in a non-equilibrium geometry, from OMol25.

The molecular weight comes out at 94.13 g/mol. The net charge is +1. Its HOMO energy (spin up / spin down) is -13.96 / -13.97 eV. Its strongest force on any atom is 1.677 eV/Å. Its relative energy (zero: lowest compared OMol25 entry of this formula, charge and spin) is 0.00 kJ/mol. As for the expectation value of S²: 0.775. As for the spin multiplicity: 2. The LUMO energy (spin up / spin down) comes out at -7.22 / -6.72 eV.

Last column: Löwdin spin population.
Element x y z (Å)
C -0.047494 2.259100 1.281001  0.398
C 0.435276 1.627730 0.301333  0.111
C 0.720284 0.729849 -0.593228  0.455
H -1.178619 -3.151343 -0.782809  0.000
H -0.419736 2.938859 2.037495  0.019
O -0.242375 -2.958556 -0.762655  0.000
Ca 0.732663 -1.445640 -1.481137  0.017

Cartesian forces, eV/Å:
C 0.68 0.01 -0.66
C -0.52 0.12 0.84
C -0.29 1.45 0.80
H -0.13 -0.51 0.28
H -0.03 -0.32 -0.31
O -0.62 -0.05 0.02
Ca 0.91 -0.70 -0.98